(1)
# C16H31ClNO10P

A 3-piece molecular cluster, C16H31ClNO10P overall in a non-equilibrium geometry (ωB97M-V with the def2-TZVPD basis set, the OMol25 dataset).

The geometry in XYZ format:
```
60
Properties=species:S:1:pos:R:3:forces:R:3
Cl 3.0299 1.7973 -1.9182 -0.7 -1.1 0.5
P 1.5176 -0.0713 2.4977 2.7 1.1 0.7
O 2.7188 0.8393 2.8106 -2.6 -1.8 -0.7
O -3.5669 -5.1714 3.2704 -0.2 0.3 0.2
O 0.5803 1.6190 0.7175 -1.8 -1.0 1.5
O 4.7425 5.6128 -6.0550 -0.5 -0.1 -0.1
O -5.3507 -5.3484 4.6679 0.4 0.3 -0.3
O 2.7309 5.6781 -7.1119 0.2 -0.1 0.4
O -4.0773 -3.4684 4.5245 -0.1 -0.4 -0.4
O -1.4299 0.5739 0.9835 0.7 2.0 1.6
O -0.9858 2.5063 2.3620 1.5 -3.7 -4.4
O 2.7650 5.3311 -4.9648 0.1 -0.1 -0.6
N -1.7188 -2.7716 0.6675 1.4 -0.6 0.9
C 2.1096 0.2127 -1.6855 -0.5 -1.6 -1.0
C 0.6770 0.3308 -2.3925 -0.6 0.2 0.4
C 3.4643 5.1986 -3.7201 0.3 0.1 0.6
C -0.9936 -1.7609 1.5366 -0.4 -0.4 -0.8
C -0.6580 1.6845 1.4855 -0.7 0.7 0.4
C -0.7122 -3.5502 -0.1509 0.2 -0.4 -0.5
C 3.9111 6.5514 -3.1994 0.1 0.3 -0.2
C 0.8328 0.1694 0.7059 0.9 -1.3 0.8
C -4.8759 -2.8430 5.5383 -0.3 0.2 0.6
C -3.7689 -6.5361 2.9050 0.0 -0.5 -0.2
C -0.5928 -0.5463 0.5604 -0.3 0.8 0.4
C 3.4212 6.0057 -8.3163 0.1 0.1 -0.4
C -4.4327 -4.7225 4.1979 0.0 0.2 0.3
C 3.5374 5.5393 -6.0442 -0.1 0.2 0.2
C 2.0846 -0.3151 -0.1694 0.5 1.3 0.1
C -4.5084 -3.3573 6.9171 0.1 -0.3 0.0
H -3.4354 -3.2460 7.0956 -0.1 0.2 0.0
H -3.1143 -6.7582 2.0614 0.0 0.3 0.1
H -4.6696 -1.7718 5.4831 0.2 -0.2 -0.3
H 3.0629 7.2386 -3.1373 0.0 -0.1 0.1
H -3.4956 -7.1879 3.7380 -0.2 0.0 -0.1
H -4.7384 -4.4202 7.0183 -0.1 0.1 0.0
H 4.2235 5.2935 -8.5204 0.0 0.2 0.1
H -0.7384 -3.2230 -1.2608 -0.1 -0.7 1.8
H 4.3056 4.5066 -3.8228 -0.1 0.2 -0.2
H 0.4264 0.0546 3.4485 0.5 -0.2 -0.8
H -1.7350 -1.3414 2.3158 1.4 -0.7 -1.2
H 0.7333 0.8371 -3.4286 0.1 -1.0 1.7
H 4.3628 6.4537 -2.2098 -0.1 0.0 -0.1
H 4.6437 7.0110 -3.8665 0.0 -0.1 0.1
H 2.7039 5.9616 -9.1367 -0.1 0.0 0.3
H 2.2232 -1.4627 -0.0922 -0.7 1.8 -0.3
H -5.9407 -2.9780 5.3268 0.2 -0.2 0.0
H 1.8905 -1.4767 2.5503 -0.5 0.8 0.0
H -0.9518 -0.8173 -0.4888 0.9 0.4 1.4
H -2.1188 -3.4744 1.3139 0.1 0.8 -0.4
H 2.7032 -0.5765 -2.2917 -0.8 1.5 1.0
H -0.0741 0.9457 -1.7610 1.4 -0.8 -1.0
H 2.7632 4.7508 -3.0122 -0.1 0.0 -0.3
H -0.9245 -4.6833 -0.0363 0.3 1.9 -0.5
H -4.8011 -6.7161 2.5978 0.1 0.0 0.2
H 0.3703 -3.3994 0.1959 -1.4 -0.1 -0.3
H 3.8156 7.0226 -8.2536 0.1 -0.2 0.0
H 3.0267 0.1254 0.3467 -1.5 -0.7 -0.8
H -5.0556 -2.8134 7.6900 0.0 0.0 -0.1
H 0.1982 -0.7193 -2.4834 0.9 1.6 0.0
H -0.1113 -2.3236 1.9997 -0.9 1.2 -0.3
```
Forces are in eV/Å.

Computed properties:
SMILES string	CNC[C@H]1OC(=O)O[C@@]1(C[C@@H](C)Cl)[PH2]=O.CCOC(=O)OC.CCOC(=O)OC
energy above the lowest of the compared OMol25 structures with the same formula, charge and spin	250.7	kJ/mol
net charge	0
E_HOMO	-0.3666	Eh

***

(2)
# C16H31ClNO2

An isolated ion of composition C16H31ClNO2 and charge +1 in a non-equilibrium geometry (ωB97M-V with the def2-TZVPD basis set, the OMol25 dataset).

The geometry in XYZ format:
```
51
Properties=species:S:1:pos:R:3:forces:R:3
Cl -2.7287 1.4042 -1.1788 0.0 0.0 0.0
O 0.2576 -1.0253 -1.6879 0.1 0.1 -0.1
O 1.7881 -2.3235 -0.6782 0.0 -0.4 0.4
N -1.7763 -2.1904 -0.0067 0.2 0.0 0.0
C -2.5759 -3.0703 0.8656 -0.5 -0.5 0.5
C -1.6286 -0.8356 0.6352 0.0 1.0 0.2
C 2.8926 -1.5730 -1.2255 0.7 0.5 -0.3
C 3.8933 -1.2446 -0.1217 -0.4 -0.2 0.1
C 0.9256 2.8891 -0.5755 0.1 0.3 0.2
C -0.4382 -2.8006 -0.1868 1.0 -0.2 -0.2
C -2.4587 -2.0556 -1.3080 -0.4 0.2 -1.0
C -2.9273 -0.1782 0.9749 0.2 -0.1 -0.2
C 0.2011 4.2241 -0.6969 0.0 -0.3 0.0
C -4.7195 1.5305 0.6500 -0.1 0.1 0.0
C 0.5756 -1.9255 -0.9567 -0.7 0.1 0.1
C -3.4693 0.8203 0.2765 0.0 -0.2 0.2
C 2.2158 3.0246 0.2321 0.0 -0.3 -0.3
C 3.0710 1.7565 0.2391 -0.3 0.1 0.2
C 2.3572 0.5748 0.8926 0.3 0.0 0.0
C 3.2603 -0.6362 1.1338 -0.1 0.0 -0.2
H -0.0506 4.6123 0.2877 0.0 0.1 0.1
H -4.5109 2.5876 0.8074 0.0 0.1 0.0
H 1.9642 0.8984 1.8600 -0.1 0.0 0.0
H -0.0010 -3.0292 0.7877 -0.2 0.0 0.0
H -1.8533 -1.4481 -1.9777 0.0 -0.1 0.2
H 4.0694 -0.3446 1.8051 0.0 0.0 0.1
H 2.8080 3.8374 -0.1926 0.0 0.1 0.1
H 1.1595 2.5110 -1.5736 0.0 -0.1 0.0
H -2.6158 -3.0370 -1.7509 0.1 -0.1 0.2
H -0.5417 -3.7391 -0.7392 -0.1 0.1 0.1
H -5.4483 1.4622 -0.1561 0.0 0.0 0.0
H -5.1481 1.1171 1.5579 0.0 -0.1 0.1
H -3.4199 -1.5682 -1.1635 0.0 -0.1 0.1
H -1.0327 -0.9680 1.5411 0.0 -0.1 -0.1
H 0.2600 2.1691 -0.0921 0.0 -0.1 -0.1
H -0.7178 4.1142 -1.2687 -0.1 0.1 0.0
H 3.9933 1.9596 0.7868 0.1 -0.1 0.0
H 3.3416 1.5071 -0.7887 0.1 0.0 -0.1
H -2.6170 -4.0756 0.4500 0.1 0.1 -0.1
H -3.4151 -0.4838 1.8878 -0.2 0.1 0.1
H 0.8287 4.9544 -1.2010 0.0 0.1 0.0
H 4.6250 -0.5570 -0.5446 0.1 0.0 -0.1
H 3.3578 -2.1956 -1.9934 -0.1 0.1 0.1
H -3.5894 -2.6834 0.9442 0.1 0.1 -0.1
H -2.1378 -3.1185 1.8610 0.1 0.1 0.0
H 1.5044 0.2861 0.2765 -0.1 0.0 0.0
H 4.4173 -2.1562 0.1683 0.1 0.0 -0.1
H 2.6805 -1.4110 1.6431 0.1 0.0 0.1
H -1.0900 -0.2002 -0.0690 0.1 -0.3 0.1
H 1.9684 3.3010 1.2597 0.0 0.1 0.1
H 2.4955 -0.6674 -1.6903 0.0 -0.2 0.1
```
Forces are in eV/Å.

Computed properties:
SMILES string	CCCCCCCCOC(=O)C[N+](C)(C)C/C=C(/C)Cl
energy above the lowest of the compared OMol25 structures with the same formula, charge and spin	6.4	kJ/mol
net charge	+1
E_HOMO	-0.4807	Eh

***

(3)
# C16H31N3O24

A 10-piece molecular cluster, C16H31N3O24 overall in a non-equilibrium geometry (ωB97M-V with the def2-TZVPD basis set, the OMol25 dataset).

The geometry in XYZ format:
```
74
Properties=species:S:1:pos:R:3:forces:R:3
O 1.0178 4.2875 -2.6033 -3.1 -1.8 0.8
O -0.5768 1.6236 -4.6355 -1.1 0.5 -0.5
O -4.6573 2.1697 -2.3773 1.9 -0.9 4.3
O 2.1372 5.5390 -1.2245 -0.4 1.0 3.0
O -3.1608 -2.0034 0.7593 -0.1 -0.4 -0.7
O 3.6691 -0.0707 3.5968 -0.7 -1.3 0.6
O -1.6619 1.8582 3.5629 0.5 0.0 0.0
O -1.6746 -5.4294 1.4450 -0.5 1.4 -1.4
O 1.5873 -0.8926 1.2969 0.2 0.8 -1.5
O 1.3756 0.8267 -3.9651 0.2 -2.1 0.9
O -1.3790 -0.9745 -4.5369 0.1 -0.8 -0.1
O 5.8331 -1.4856 -2.4775 2.8 -1.0 -0.8
O -2.7437 -0.5453 2.3912 -1.5 3.0 -0.2
O -0.4869 -4.7045 3.1638 1.4 0.2 1.7
O 2.8490 5.2040 -3.2720 1.0 0.3 -1.0
O 0.1003 3.0572 2.7538 -0.2 -0.9 1.5
O -3.4207 -0.7256 -3.7738 -3.4 0.3 0.4
O -1.3846 2.2578 1.4022 -2.2 -1.0 -2.9
O 1.2974 2.8106 -4.8983 -1.2 -0.5 -0.6
O -1.9883 -1.8770 -2.6266 -0.2 -1.6 1.5
O -0.9804 -6.8760 2.8726 1.5 -1.6 2.0
O 3.6546 -1.6573 -2.5797 0.5 -0.7 -0.2
O -1.7576 -2.4251 2.4025 1.8 -2.4 0.1
O 4.5555 0.1431 -1.6838 0.7 0.3 0.3
N -2.9739 2.9080 -0.9563 -0.6 -0.4 0.5
N 1.6410 0.0109 -0.9710 -0.6 0.1 2.8
N 2.4718 -1.8208 4.5769 0.0 -0.1 -1.2
C 1.4166 0.5630 4.1667 0.6 -0.9 0.7
C -2.5263 -1.6218 1.8658 0.3 1.7 2.8
C 0.7536 1.7155 -4.5404 2.6 3.1 0.6
C 2.0521 5.0356 -2.3287 2.5 1.5 -1.4
C -3.7735 0.5782 -0.7354 0.3 -0.6 0.8
C 1.2999 -1.0581 0.1364 0.3 -0.1 -0.2
C 1.9083 -2.7863 3.5293 -0.9 -1.3 0.9
C 0.5725 -2.2650 -0.3677 -0.2 0.9 0.1
C -1.9370 3.0789 -2.0183 -0.3 1.5 -0.4
C -1.0403 -5.7194 2.4638 -2.0 -1.0 -1.6
C 1.1183 1.3782 -0.5110 -0.5 -0.6 -1.1
C -2.2984 -1.2051 -3.7198 4.3 3.0 -4.2
C -3.9625 1.8654 -1.3729 -1.3 1.3 -5.4
C 2.6077 -0.4103 4.0326 0.2 2.9 -0.4
C 4.6595 -0.9544 -2.2610 -4.9 1.9 1.7
C -0.9349 2.3830 2.5313 2.7 3.1 0.7
H 1.2884 -2.8584 -0.9365 -0.1 -0.1 -0.2
H -2.1957 1.2917 3.0010 -1.1 -1.3 0.3
H -4.5182 0.5936 0.0604 -0.2 -0.7 0.2
H -1.2503 3.8280 -1.6242 0.7 -0.7 -0.1
H 1.2048 3.8631 -3.4438 0.1 -0.6 -1.4
H -2.8278 0.4798 -0.2024 0.1 0.4 0.1
H -0.9997 -3.9204 2.9546 -0.5 0.9 -0.8
H -1.5579 2.1070 -2.3341 0.3 0.3 0.2
H -2.5213 2.6508 -0.0908 1.1 -0.9 1.2
H 3.3598 -2.2024 4.8702 0.7 0.4 -0.3
H -2.9401 -1.8638 -2.5022 -1.0 -1.2 2.6
H 0.5693 0.3335 3.5206 0.2 0.1 -0.4
H 1.9177 -1.8312 5.4213 -0.8 0.1 0.0
H 5.4949 -2.2650 -2.9244 0.5 -0.8 -0.3
H -3.8093 -0.2813 -1.4048 -0.7 0.4 -0.2
H 2.0513 -3.7472 4.0237 -0.2 -0.2 -0.3
H 1.7987 1.5789 4.0661 -0.1 -0.2 -0.8
H 0.9879 0.5613 5.1688 0.0 -0.5 0.3
H -0.2345 -1.9105 -1.0089 0.0 -0.2 -0.4
H 1.3763 -0.2556 -1.9086 -1.2 -0.1 -1.0
H 0.0338 1.2883 -0.5739 0.1 0.2 0.2
H 1.4635 2.1077 -1.2437 0.0 0.0 0.1
H 2.3709 -2.8048 2.5425 0.4 0.8 0.5
H -2.6996 -2.8432 0.8197 -0.3 -1.8 -1.5
H -0.7347 0.6923 -4.4639 -0.8 -1.2 0.0
H 0.1031 -2.7977 0.4594 0.3 -0.1 0.1
H 2.6265 0.0915 -1.1770 2.1 0.0 0.4
H 1.4008 1.6381 0.5091 0.2 -0.3 -0.2
H -3.4241 3.7615 -0.6582 -0.3 0.6 -0.7
H -2.4251 3.5808 -2.8538 0.0 -0.5 -0.1
H 0.8321 -2.6520 3.4205 0.1 0.3 0.0
```
Forces are in eV/Å.

Computed properties:
energy above the lowest of the compared OMol25 structures with the same formula, charge and spin	0.0	kJ/mol
net charge	-4
E_HOMO	0.0975	Eh

***

(4)
# C16H31N3O4S

An isolated molecule of C16H31N3O4S in a non-equilibrium geometry (ωB97M-V with the def2-TZVPD basis set, the OMol25 dataset).

The geometry in XYZ format:
```
55
Properties=species:S:1:pos:R:3:forces:R:3
S -0.7554 1.0046 0.0006 0.0 1.1 0.0
O 4.6612 0.4618 -0.0101 0.3 -0.1 0.2
O 0.5675 -3.3559 0.1846 0.1 -0.1 -0.1
O -1.0042 0.2979 1.2207 -0.1 0.1 0.3
O -0.2488 0.2327 -1.1033 -0.1 0.0 -0.4
N -2.0885 1.8442 -0.5544 1.1 -0.4 0.0
N 0.2250 2.2882 0.3559 -0.7 -0.8 -0.2
N 2.5992 -0.2856 -0.5161 -0.4 -0.3 -0.1
C 1.9229 2.4234 -1.4577 -0.2 0.1 0.1
C -2.8457 2.4204 0.5442 -0.2 0.3 0.6
C 2.5982 2.6109 0.9846 -0.1 -0.1 -0.1
C 0.6676 3.0196 -0.8133 0.1 0.3 -0.7
C 1.0355 -2.3976 1.1120 0.3 0.0 0.2
C 2.9566 -1.6829 -0.3858 0.2 -0.2 0.3
C -3.9093 0.3577 -0.2078 0.0 0.0 -0.1
C 3.0220 2.1411 -0.4166 0.3 0.0 0.1
C 2.5521 -2.2711 0.9684 -0.4 0.0 -0.3
C -1.8152 -3.1345 0.7010 0.4 0.1 -0.2
C -3.0306 1.0088 -1.2831 -0.2 -0.5 -0.4
C -0.9429 -4.1763 -1.4236 0.2 0.4 0.3
C 1.2343 2.0631 1.3897 0.1 -0.2 0.8
C -0.7148 -3.1027 -0.3637 -0.4 -0.1 -0.1
C -3.8945 1.3681 0.9524 0.0 0.0 0.1
C 3.5014 0.6861 -0.3058 -0.1 0.6 -0.2
H 0.5517 -1.4304 0.9377 0.0 -0.1 0.1
H -0.1677 2.9970 -1.5140 0.1 0.3 -0.1
H -0.1317 -4.1592 -2.1458 0.1 0.0 -0.1
H 2.2905 3.1301 -2.2036 0.0 -0.1 0.0
H 4.0416 -1.7446 -0.4994 -0.2 0.0 -0.1
H -1.7213 -2.2804 1.3681 -0.1 0.0 0.1
H 3.9266 2.7002 -0.6777 -0.1 -0.2 0.0
H 1.6458 1.5115 -1.9855 0.0 0.1 -0.1
H -4.9144 0.1603 -0.5755 0.0 -0.1 0.0
H 2.5711 3.7020 1.0056 0.1 0.0 0.0
H -3.4584 -0.5815 0.1086 -0.1 -0.1 0.0
H -1.7401 -4.0512 1.2822 0.0 -0.1 0.1
H -0.7125 -2.1071 -0.8383 0.0 -0.2 0.1
H -2.7914 -3.1007 0.2229 -0.1 0.0 0.0
H -2.4741 0.2943 -1.8859 -0.2 0.0 -0.2
H -1.8833 -4.0044 -1.9398 -0.1 0.0 -0.1
H 3.3418 2.2819 1.7119 0.0 0.1 0.0
H -3.6168 1.6608 -1.9368 0.1 0.0 0.0
H -0.9645 -5.1557 -0.9531 0.0 -0.1 0.0
H 2.4671 -2.2480 -1.1816 0.1 0.0 0.0
H 1.2956 0.9904 1.5898 0.1 0.1 0.1
H 0.8410 4.0569 -0.5137 -0.1 0.0 -0.1
H -3.3190 3.3357 0.1799 0.1 0.0 0.1
H -4.8687 1.8315 1.0995 0.0 0.0 0.1
H 0.8924 2.5528 2.3096 0.1 -0.2 0.0
H -2.1528 2.6674 1.3459 -0.2 0.2 0.1
H 1.6310 -0.0827 -0.7237 0.2 0.1 -0.1
H -3.5953 0.8801 1.8772 -0.1 0.0 0.0
H 0.7897 -2.7193 2.1352 0.0 0.1 -0.1
H 2.9427 -1.6434 1.7706 0.1 0.0 0.1
H 2.9897 -3.2659 1.0573 0.1 0.0 0.1
```
Forces are in eV/Å.

Computed properties:
SMILES string	CC(C)OCCCNC(=O)C1CCN(S(=O)(=O)N2CCCC2)CC1
energy above the lowest of the compared OMol25 structures with the same formula, charge and spin	251.1	kJ/mol
net charge	0
E_HOMO	-0.3352	Eh

***

Orbital gap? In order: 10.21 10.66 3.02 9.65 eV.